{"formula": "C3H11NOS2", "method": "ωB97M-V with the def2-TZVPD basis set", "symbols": ["N", "C", "C", "C", "S", "S", "H", "H", "H", "H", "H", "H", "H", "H", "H", "O", "H", "H"], "xyz": [[2.341924, 0.822641, 0.014741], [1.186085, -0.058355, 0.122018], [1.271513, -1.336669, -0.726447], [0.663434, -2.607395, -0.043570], [-1.076353, -2.243419, 0.363919], [-2.075124, -3.789989, -0.480807], [2.188782, 1.632990, 0.600724], [2.391571, 1.159252, -0.943945], [0.961089, -0.368255, 1.173336], [0.300563, 0.498579, -0.157339], [0.498179, -1.145446, -1.521054], [2.261522, -1.496081, -1.129332], [0.578890, -3.345750, -0.852288], [1.219599, -2.970899, 0.808914], [-2.861247, -3.124986, -1.362052], [-3.543879, 6.032618, 1.684238], [-3.729625, 6.282637, 0.778438], [-2.576921, 6.058525, 1.670506]], "forces_ev_per_a": [[0.30, -0.33, 0.02], [-0.49, -0.41, 1.04], [-2.13, 0.22, -0.12], [0.14, 0.89, -1.71], [0.14, 0.37, 0.75], [-0.61, -0.52, -0.24], [0.10, 0.08, -0.01], [0.09, 0.02, 0.16], [0.75, 0.46, -0.44], [-0.55, -0.05, -0.20], [1.27, -0.35, -0.02], [0.24, -0.12, -0.07], [0.30, -0.16, 0.55], [0.02, -0.10, 0.21], [0.42, 0.00, 0.08], [0.61, 0.05, -0.14], [-0.46, 0.06, -0.25], [-0.15, -0.11, 0.39]], "lowdin_charge": [-0.0181, -0.3435, -0.2679, -0.5385, 0.4036, 0.3049, 0.0609, 0.0679, 0.1098, 0.0900, 0.1022, 0.1014, 0.0465, 0.0680, -0.1874, -0.0608, 0.0255, 0.0353], "e_tot_ha": -1047.2405, "e_lumo_ev": 0.62, "homo_lumo_gap_ev": 9.280, "relative_energy_kcal_mol": 16.9, "homo_energy_ev": -8.656}